DFT (the ωB97M-V functional and the def2-TZVPD basis) results for C5H9NO2S2 as an isolated structure.

The value obtained for the calculated total energy is -32582.0987 eV. The value obtained for the gap between HOMO and LUMO is 8.71 eV. The spin multiplicity is 1. The HOMO energy comes out at -8.61 eV. The calculation puts the relative energy (zero: lowest compared OMol25 entry of this formula, charge and spin) at 93.69 kcal/mol.

Last column: natural (NBO) charge in e.
Positions of all 19 atoms, in Å:
C1 -1.72827 0.69842 -1.03452  0.44
C2 1.56103 -1.51472 -0.20370  -0.24
C3 1.56450 0.38659 -0.68217  -0.03
C4 2.21705 -0.19430 0.25929  -0.29
C5 -1.09580 1.49597 0.09947  -0.77
N1 0.78854 -0.64861 -1.14522  -0.63
O1 -1.75643 1.08486 -2.16980  -0.53
O2 -1.34002 -1.42818 0.46789  -0.93
S1 -3.90440 -0.06085 0.75554  -0.28
S2 -2.36668 -1.02193 -0.45658  1.12
H1 2.22074 -2.23162 -0.66336  0.19
H2 0.95006 -2.24935 0.35672  0.22
H3 -4.96281 -0.13880 -0.19107  0.16
H4 1.56614 1.42665 -1.06934  0.20
H5 3.00584 0.01887 0.98872  0.22
H6 -1.82084 2.25530 0.35442  0.25
H7 -1.04512 0.88407 1.14593  0.25
H8 -0.03250 1.76513 -0.06205  0.26
H9 0.84091 -0.85892 -2.24210  0.38

DFT (the ωB97M-V functional and the def2-TZVPD basis) results for a 2-piece molecular cluster, C5H9NO3 overall.

The value obtained for the calculated total energy is -12961.7900 eV. The value obtained for the gap between HOMO and LUMO is 10.01 eV. The spin multiplicity is 1. The HOMO energy comes out at -9.47 eV. The calculation puts the relative energy (zero: lowest compared OMol25 entry of this formula, charge and spin) at 67.25 kcal/mol. Its structure (SMILES) is C[C@]12CO[C@H]1C(=O)N2.O.

Last column: natural (NBO) charge in e.
Positions of all 18 atoms, in Å:
C1 3.79668 -2.17199 -0.15500  -0.62
C2 2.52024 -1.38912 -0.28275  0.09
C3 1.26988 -2.02725 -0.91914  -0.07
O1 1.04961 -0.86043 -1.74987  -0.51
C4 2.24620 -0.22566 -1.27136  0.01
C5 1.95058 0.62444 -0.01870  0.65
O2 1.65126 1.77823 0.19905  -0.55
N1 2.20193 -0.44936 0.79572  -0.63
H1 4.63300 -1.50527 0.09256  0.23
H2 3.70185 -2.92392 0.64160  0.22
H3 4.01880 -2.69187 -1.09542  0.22
H4 1.48675 -2.90469 -1.54199  0.18
H5 0.42544 -2.22730 -0.24636  0.18
H6 2.92037 0.13522 -2.05487  0.20
H7 2.06619 -0.59634 1.78992  0.40
O3 -1.11716 1.33464 1.26554  -0.92
H8 -1.63402 0.87634 0.59698  0.47
H9 -0.65036 0.61985 1.75600  0.46

DFT (the ωB97M-V functional and the def2-TZVPD basis) results for a 2-piece molecular cluster, C5H9NO3 overall.

The value obtained for the calculated total energy is -12960.1076 eV. The value obtained for the gap between HOMO and LUMO is 10.03 eV. The spin multiplicity is 1. The HOMO energy comes out at -9.14 eV. The calculation puts the relative energy (zero: lowest compared OMol25 entry of this formula, charge and spin) at 106.05 kcal/mol.

Last column: natural (NBO) charge in e.
Positions of all 18 atoms, in Å:
C1 -3.33955 0.05065 0.66674  0.50
C2 -0.18657 0.53241 -1.08951  -0.29
C3 0.21057 -0.89091 0.76096  -0.29
C4 1.13164 1.15016 -0.88302  -0.08
C5 1.53101 -0.16284 1.05838  -0.08
N1 0.03309 -0.88598 -0.68357  -0.14
O1 -1.09318 -1.70376 -0.91558  -0.59
O2 -3.13690 1.13765 0.90433  -0.49
O3 1.58188 1.08770 0.43695  -0.53
H1 -1.04110 0.95390 -0.55253  0.18
H2 -0.59447 0.59812 -2.12589  0.23
H3 0.15052 -1.97911 1.11911  0.22
H4 -0.75762 -0.42119 1.20922  0.16
H5 1.85434 0.74392 -1.58667  0.18
H6 1.14806 2.28634 -1.00881  0.20
H7 1.61631 -0.04483 2.12507  0.19
H8 2.54151 -0.64224 0.72672  0.18
H9 -1.64956 -1.80999 -0.16191  0.45

DFT (the ωB97M-V functional and the def2-TZVPD basis) results for a 2-piece molecular cluster, C5H9NO3 overall.

The value obtained for the calculated total energy is -12961.1656 eV. The value obtained for the gap between HOMO and LUMO is 10.32 eV. The spin multiplicity is 1. The HOMO energy comes out at -9.71 eV. The calculation puts the relative energy (zero: lowest compared OMol25 entry of this formula, charge and spin) at 81.65 kcal/mol. Its structure (SMILES) is CO[C@@](C)(O)C=O.C#N.

Last column: natural (NBO) charge in e.
Positions of all 18 atoms, in Å:
C1 1.77010 0.29813 0.91721  -0.26
O1 0.35841 0.18566 0.88549  -0.54
C2 -0.26682 0.34846 -0.44006  0.41
C3 0.13921 1.63524 -1.15590  -0.65
O2 0.02753 -0.74038 -1.24140  -0.73
C4 -1.76737 0.42410 -0.13351  0.42
O3 -2.30299 1.17715 0.62297  -0.48
H1 2.07842 1.34726 0.89498  0.17
H2 2.08847 -0.14047 1.86057  0.20
H3 2.22914 -0.23825 0.08259  0.18
H4 1.17951 1.57166 -1.46209  0.23
H5 -0.00291 2.48500 -0.49453  0.24
H6 -0.47979 1.75372 -2.04222  0.22
H7 -0.04650 -1.58486 -0.65613  0.49
H8 -2.34349 -0.32907 -0.70918  0.10
C5 -0.83154 -2.70171 0.88270  -0.02
N1 -0.20885 -2.21148 1.72825  -0.22
H9 -1.62052 -3.28016 0.46027  0.25

DFT (the ωB97M-V functional and the def2-TZVPD basis) results for C5H9NO3S as an isolated structure.

The value obtained for the calculated total energy is -23797.4251 eV. The value obtained for the gap between HOMO and LUMO is 10.80 eV. The spin multiplicity is 1. The HOMO energy comes out at -10.25 eV. The calculation puts the relative energy (zero: lowest compared OMol25 entry of this formula, charge and spin) at 42.92 kcal/mol.

Last column: natural (NBO) charge in e.
Positions of all 19 atoms, in Å:
C1 -0.75507 -0.91329 -0.08343  0.69
C2 -0.57838 0.66295 0.00120  -0.33
C3 -0.92439 1.42198 -1.25904  -0.64
C4 -1.21658 1.26837 1.32968  -0.59
C5 1.43877 -2.34411 -0.09850  -0.45
N1 0.54927 -1.27046 0.09045  -0.66
O1 -1.78661 -1.53013 -0.14124  -0.57
O2 1.76848 0.56696 1.38839  -0.91
O3 1.97915 0.32375 -1.04975  -0.92
S1 1.19054 0.29962 0.12948  2.29
H1 -0.69446 2.44698 -0.95273  0.22
H2 -2.02399 1.30633 -1.41928  0.24
H3 -0.40370 1.21971 -2.23477  0.25
H4 -2.19410 0.97560 1.47273  0.23
H5 -1.06768 2.32968 1.18452  0.21
H6 -0.57721 1.03303 2.15100  0.24
H7 2.22829 -1.92206 -0.75543  0.23
H8 1.95930 -2.61042 0.85910  0.22
H9 1.10837 -3.26447 -0.61239  0.24

DFT (the ωB97M-V functional and the def2-TZVPD basis) results for an isolated molecule of C5H9NO4.

The value obtained for the calculated total energy is -15011.1324 eV. The value obtained for the gap between HOMO and LUMO is 10.53 eV. The spin multiplicity is 1. The HOMO energy comes out at -9.95 eV. The calculation puts the relative energy (zero: lowest compared OMol25 entry of this formula, charge and spin) at 25.63 kcal/mol. Its structure (SMILES) is C/C(=C\C(O)(O)O)C(N)=O.

Last column: natural (NBO) charge in e.
Positions of all 19 atoms, in Å:
C1 0.29700 1.05689 1.46998  -0.66
C2 0.66331 0.28690 0.24136  -0.05
C3 -0.13217 -0.35427 -0.61437  -0.24
C4 -1.68058 -0.44962 -0.45779  0.70
O1 -2.29226 0.80385 -0.37033  -0.73
O2 -2.00082 -1.18462 0.67952  -0.71
O3 -2.16744 -1.11049 -1.58325  -0.71
C5 2.20362 0.32320 -0.06708  0.65
N1 2.74672 -0.71064 -0.75965  -0.82
O4 2.90278 1.23130 0.36241  -0.61
H1 0.85442 0.68698 2.33679  0.24
H2 -0.76445 1.00134 1.72205  0.22
H3 0.54707 2.11452 1.33199  0.24
H4 0.22861 -0.88616 -1.48669  0.22
H5 -1.65201 1.44647 -0.71415  0.49
H6 -2.67714 -0.63703 1.10902  0.49
H7 -3.07000 -1.35731 -1.32858  0.48
H8 3.75037 -0.70572 -0.89026  0.41
H9 2.24299 -1.55558 -0.98096  0.40